# 1
{
  "formula": "CH8N2S",
  "method": "ωB97M-V with the def2-TZVPD basis set",
  "e_lumo_ev": 0.9,
  "homo_energy_ev": -9.2629,
  "fmax_ev_per_a": 0.4,
  "relative_energy_kj_mol": 0.00,
  "energy_ha": -550.57957,
  "species": ["N", "C", "N", "H", "H", "H", "H", "H", "H", "S", "H", "H"],
  "coordinates": [[1.107, 1.990, 0.512], [0.782, 0.711, -0.109], [-0.333, -0.064, 0.447], [0.281, 2.576, 0.517], [1.412, 1.848, 1.468], [0.519, 0.891, -1.151], [1.673, 0.086, -0.072], [-0.191, -0.265, 1.431], [-1.184, 0.485, 0.384], [-0.933, -3.155, -1.346], [-2.263, -3.177, -1.292], [-0.870, -1.925, -0.789]],
  "forces_ev_per_angstrom": [[-0.12, -0.29, -0.16], [-0.19, -0.03, 0.14], [0.00, 0.18, 0.01], [0.09, 0.12, 0.13], [-0.06, 0.11, 0.00], [0.21, 0.03, -0.05], [0.01, -0.01, -0.10], [0.06, -0.04, -0.03], [-0.03, -0.06, 0.02], [0.14, 0.14, 0.02], [-0.19, -0.03, -0.01], [0.08, -0.13, 0.02]]
}



# 2
{
  "formula": "CH8N3",
  "method": "ωB97M-V with the def2-TZVPD basis set",
  "e_lumo_ev": -4.1,
  "homo_energy_ev": -14.7065,
  "fmax_ev_per_a": 4.1,
  "relative_energy_kj_mol": 236.81,
  "total_charge": 1,
  "energy_ha": -206.86949,
  "species": ["N", "H", "H", "H", "H", "N", "C", "N", "H", "H", "H", "H"],
  "coordinates": [[-1.808, 0.714, 0.020], [-1.039, 1.152, 0.475], [-0.290, -0.164, -1.039], [-2.558, 0.679, -0.660], [-2.138, -0.127, 0.496], [0.745, -0.345, 1.157], [1.375, -0.289, -0.079], [0.732, -0.405, -1.181], [1.594, -0.099, 1.693], [-0.262, -0.085, 1.271], [2.479, -0.534, -0.062], [1.171, -0.497, -2.091]],
  "forces_ev_per_angstrom": [[-1.00, -4.00, 0.23], [-0.78, 1.77, -0.73], [0.59, -0.37, -0.88], [0.78, 2.36, -0.59], [0.67, 0.25, 0.84], [2.88, 1.24, -2.49], [-0.08, -2.81, 1.56], [-1.55, 1.08, -0.21], [-2.05, -0.03, 1.62], [1.86, -0.48, 0.42], [-1.22, 0.87, -0.01], [-0.11, 0.11, 0.23]]
}



# 3
{
  "formula": "CH8N3O",
  "method": "ωB97M-V with the def2-TZVPD basis set",
  "e_lumo_ev": [0.9, -0.8],
  "homo_energy_ev": [-9.0345, -9.1718],
  "fmax_ev_per_a": 1.6,
  "spin_multiplicity": 2,
  "relative_energy_kj_mol": 0.00,
  "energy_ha": -282.33222,
  "species": ["N", "C", "N", "N", "H", "H", "H", "H", "H", "H", "H", "H", "O"],
  "coordinates": [[0.516, -0.915, -0.771], [-0.765, -0.323, -0.517], [-0.764, 1.073, -0.934], [-1.035, -0.462, 0.895], [0.409, -1.863, -1.118], [1.582, -0.006, 0.430], [0.194, 1.323, -1.175], [-1.362, 1.302, -1.720], [-1.565, -0.886, -0.995], [-1.928, -0.755, 1.226], [-0.393, 0.025, 1.496], [2.695, 0.775, 1.231], [1.764, 0.546, 1.224]],
  "forces_ev_per_angstrom": [[0.35, 0.18, 0.15], [-1.48, 0.18, 0.55], [0.64, -0.07, -0.36], [1.13, -0.37, -0.59], [-0.08, -0.12, 0.01], [0.39, 0.17, 0.31], [-0.24, 0.20, 0.09], [0.05, -0.33, 0.08], [-0.20, 0.14, -0.34], [-0.19, 0.05, 0.03], [-0.19, 0.10, 0.27], [0.01, -0.08, -0.11], [-0.18, -0.06, -0.10]]
}



# 4
{
  "formula": "CH8N3O",
  "method": "ωB97M-V with the def2-TZVPD basis set",
  "e_lumo_ev": -3.2,
  "homo_energy_ev": -15.2705,
  "fmax_ev_per_a": 1.0,
  "relative_energy_kj_mol": 71.23,
  "total_charge": 1,
  "energy_ha": -282.20201,
  "species": ["N", "C", "N", "N", "H", "H", "H", "H", "H", "H", "H", "H", "O"],
  "coordinates": [[-1.272, -0.731, 0.196], [-0.404, 0.253, 0.467], [0.675, 0.111, 1.217], [-0.679, 1.486, 0.036], [-2.269, -0.599, 0.220], [-0.934, -1.678, 0.174], [1.377, 0.835, 1.224], [0.997, -0.677, 1.756], [-1.320, 1.604, -0.731], [-0.060, 2.254, 0.233], [1.655, -0.460, -2.123], [1.042, -1.673, -1.351], [1.192, -0.725, -1.318]],
  "forces_ev_per_angstrom": [[0.49, -0.34, 0.23], [-0.24, 0.70, 0.40], [0.78, 0.15, 0.53], [-0.27, -0.21, -0.25], [0.04, 0.25, -0.21], [-0.13, -0.04, 0.28], [-0.17, 0.12, -0.29], [-0.76, -0.46, -0.29], [0.02, -0.02, 0.01], [-0.06, 0.04, 0.14], [-0.09, -0.37, 0.06], [0.28, -0.09, -0.46], [0.11, 0.27, -0.15]]
}



# 5
{
  "formula": "CH8N3O",
  "method": "ωB97M-V with the def2-TZVPD basis set",
  "e_lumo_ev": -3.6,
  "homo_energy_ev": -15.7628,
  "fmax_ev_per_a": 1.9,
  "relative_energy_kj_mol": 76.20,
  "total_charge": 1,
  "energy_ha": -282.20011,
  "species": ["N", "C", "N", "N", "H", "H", "H", "H", "H", "H", "H", "H", "O"],
  "coordinates": [[0.259, 0.604, -0.960], [0.782, -0.514, -0.441], [0.034, -1.602, -0.197], [2.054, -0.490, 0.010], [0.608, 1.487, -0.621], [-0.748, 0.574, -0.906], [0.347, -2.107, 0.609], [-0.972, -1.505, -0.242], [2.573, -1.336, 0.202], [2.432, 0.450, -0.005], [-3.230, 1.420, 0.870], [-1.800, 1.715, 1.183], [-2.338, 1.304, 0.497]],
  "forces_ev_per_angstrom": [[-0.64, -0.73, 0.32], [0.86, 0.12, 1.73], [0.04, 0.56, -0.41], [-1.48, 0.56, -0.86], [0.38, 0.10, -0.40], [-0.43, 0.46, -0.29], [0.08, -0.61, 0.07], [0.06, -0.07, -0.25], [0.10, 0.41, 0.05], [0.89, -0.71, 0.06], [0.21, -0.20, -0.49], [0.14, 0.05, -0.02], [-0.21, 0.06, 0.48]]
}



# 6
{
  "formula": "CH8N5",
  "method": "ωB97M-V with the def2-TZVPD basis set",
  "e_lumo_ev": [-3.7, -5.5],
  "homo_energy_ev": [-14.4765, -11.4296],
  "fmax_ev_per_a": 3.8,
  "relative_energy_kj_mol": 700.77,
  "total_charge": 1,
  "energy_ha": -316.19932,
  "species": ["C", "N", "N", "N", "N", "N", "H", "H", "H", "H", "H", "H", "H", "H"],
  "coordinates": [[0.392, 0.666, -0.227], [1.581, 0.734, -0.173], [2.840, 0.869, -0.383], [-1.233, -1.519, -0.303], [3.584, 0.535, 0.613], [-2.618, 0.505, -0.091], [-1.622, 0.645, -0.199], [-0.703, -2.252, 0.230], [-1.639, -2.014, -1.104], [3.240, 0.286, 1.604], [4.575, 0.520, 0.391], [-3.062, 1.416, 0.069], [-2.360, -0.313, 0.573], [-2.975, -0.078, -1.001]],
  "forces_ev_per_angstrom": [[1.83, 0.45, 0.22], [-2.64, -0.28, -0.01], [-0.37, 0.41, -1.50], [0.14, -1.88, 1.07], [0.96, -1.01, 3.26], [-0.74, -2.73, -2.08], [1.38, 0.87, -1.12], [-0.28, 0.73, -0.77], [0.48, -0.16, -0.18], [0.62, 0.55, -2.31], [-0.38, 0.08, 0.33], [-0.39, -0.80, 0.50], [-1.50, 1.33, -0.20], [0.91, 2.43, 2.79]]
}